ORCA calculation (the ωB97M-V functional and the def2-TZVPD basis) on 11 unconnected molecules or ions with the total composition C29H54BrN3O40S10 in a non-equilibrium geometry.

Positions of all 137 atoms, in Å:
N -0.95803 2.24297 2.93644
C -0.46738 1.85784 1.77657
C 0.28380 1.70391 0.29412
Br -0.81743 2.75682 -1.00034
C 1.87156 2.16333 0.37711
C 2.59713 1.09315 1.43818
N 3.05865 0.13384 2.21459
C 2.67742 2.00638 -1.05293
C 3.98506 2.98244 -1.21023
C 3.63982 4.56778 -1.46876
C 2.38309 4.84501 -2.48468
C 2.68284 4.46029 -4.06195
N 2.72530 2.97239 -4.34397
H 0.25868 0.55189 -0.01676
H 2.01737 3.24339 0.85926
H 1.91137 2.08707 -1.93720
H 3.08986 0.88664 -1.08034
H 4.72838 2.64477 -2.07937
H 4.63120 2.94885 -0.20687
H 4.58326 5.18529 -1.86031
H 3.37271 5.04410 -0.40779
H 1.40586 4.36833 -2.04960
H 2.20019 6.02474 -2.47037
H 3.63274 5.01352 -4.51110
H 1.75205 4.88304 -4.67753
H 1.83668 2.48461 -4.08357
H 3.56935 2.50882 -3.94197
O 4.24069 0.51120 -2.83333
S 4.51545 -0.52754 -3.80114
O 5.67682 -0.51600 -4.65993
O 3.18761 -0.72466 -4.72628
C 2.73169 -2.07249 -4.62283
C 3.16802 -2.54551 -3.23878
O 4.45468 -1.96612 -3.03483
H 3.21714 -2.65766 -5.41051
H 1.64707 -2.11910 -4.75208
H 3.21991 -3.63458 -3.16800
H 2.49805 -2.16210 -2.46194
O -1.86031 -1.47651 -7.90186
S -0.43798 -1.28702 -7.72246
O 0.49380 -2.38456 -7.60585
O -0.21442 -0.27987 -6.46009
C 0.51275 0.86920 -6.89141
C 0.16380 1.04240 -8.36720
O 0.09298 -0.28145 -8.89179
H 1.58041 0.66570 -6.76012
H 0.23376 1.74265 -6.29599
H 0.91049 1.63105 -8.90547
H -0.82086 1.50641 -8.48750
O 9.11038 -0.83563 -9.16121
S 9.75048 -1.74762 -8.23943
O 10.89024 -2.55894 -8.59876
O 8.60355 -2.71618 -7.60357
C 8.59537 -2.57509 -6.18399
C 9.08799 -1.15621 -5.91233
O 10.11129 -0.92518 -6.87787
H 9.28143 -3.31768 -5.76395
H 7.59004 -2.74563 -5.78965
H 9.47992 -1.03816 -4.89930
H 8.29200 -0.42345 -6.08199
O -6.17318 -0.77108 5.46967
S -4.90996 -1.11658 6.08289
O -4.76264 -2.20268 7.02367
O -4.28043 0.23335 6.74567
C -3.00067 0.49298 6.17120
C -3.05685 -0.09935 4.76559
O -3.80437 -1.30610 4.89876
H -2.24467 -0.01149 6.78154
H -2.79925 1.56747 6.15863
H -2.06325 -0.30400 4.35982
H -3.60029 0.56071 4.08124
O -4.87899 7.30209 2.97087
S -4.92569 6.07232 2.21152
O -5.49913 5.98536 0.88865
O -5.60302 4.92215 3.14760
C -4.69039 3.83665 3.30252
C -3.29933 4.45253 3.17860
O -3.42028 5.44635 2.16348
H -4.87630 3.11789 2.49792
H -4.84057 3.34713 4.26848
H -2.53995 3.71512 2.90779
H -3.00562 4.95268 4.10753
O 5.37777 -6.00879 -3.01777
S 4.24364 -6.08807 -3.91141
O 2.93706 -5.57385 -3.57254
O 4.08298 -7.63735 -4.39286
C 4.17260 -7.70516 -5.81503
C 5.05524 -6.52918 -6.22458
O 4.68612 -5.46384 -5.35189
H 3.16286 -7.60172 -6.22525
H 4.59386 -8.66517 -6.12519
H 4.90784 -6.24140 -7.26824
H 6.11375 -6.75316 -6.05511
O -1.44834 10.16549 -1.74037
S -0.80824 9.25351 -0.81859
O 0.33152 8.44219 -1.17792
O -1.95517 8.28494 -0.18273
C -1.96335 8.42603 1.23685
C -1.47073 9.84492 1.50851
O -0.44743 10.07595 0.54297
H -1.27729 7.68344 1.65689
H -2.96868 8.25549 1.63119
H -1.07880 9.96296 2.52154
H -2.26672 10.57768 1.33884
O -3.25009 -4.39074 12.37199
S -4.04842 -5.37819 11.68008
O -4.09135 -6.76865 12.06890
O -3.69567 -5.29424 10.09061
C -4.88349 -5.00758 9.35432
C -5.77500 -4.21862 10.30956
O -5.57855 -4.82105 11.58677
H -5.34906 -5.95833 9.07530
H -4.64435 -4.44132 8.45020
H -6.82871 -4.25676 10.02318
H -5.45380 -3.17376 10.37604
O -12.88914 -2.41054 4.23387
S -11.62592 -2.75604 4.84709
O -11.47859 -3.84214 5.78787
O -10.99639 -1.40611 5.50987
C -9.71663 -1.14648 4.93540
C -9.77281 -1.73880 3.52979
O -10.52033 -2.94556 3.66296
H -8.96063 -1.65095 5.54574
H -9.51521 -0.07199 4.92283
H -8.77921 -1.94346 3.12402
H -10.31624 -1.07875 2.84544
O 1.72990 -6.07220 0.93966
S 1.60969 -4.66852 1.26577
O 1.32113 -3.65324 0.27970
O 2.94088 -4.22336 2.09504
C 2.55805 -3.71605 3.37225
C 1.25279 -4.42722 3.71902
O 0.53973 -4.51976 2.48785
H 2.40546 -2.63606 3.27797
H 3.34180 -3.90895 4.10968
H 0.66716 -3.88314 4.46386
H 1.44153 -5.44476 4.07723

Forces on the atoms, in the same order (eV/Å):
N 4.65 -4.00 -10.97
C -2.66 3.61 7.66
C 0.26 -1.32 1.73
Br 0.88 -0.70 0.96
C 1.04 -0.28 1.15
C 2.51 -6.87 5.19
N -4.38 9.18 -7.38
C 0.38 -1.30 0.00
C 0.82 0.90 0.16
C -0.49 0.45 0.51
C 0.77 1.41 -0.01
C -1.47 0.34 0.10
N 0.26 0.73 0.25
H -0.15 2.68 0.74
H -0.57 -2.40 -1.09
H 1.58 0.12 1.79
H -1.09 2.60 0.14
H -1.99 0.35 2.03
H -1.43 -0.16 -2.11
H -1.93 -1.62 0.85
H 0.46 -0.88 -2.29
H 1.83 0.70 -1.13
H 0.33 -2.48 0.05
H -1.88 -1.35 1.24
H 2.02 -0.82 1.28
H 1.41 0.74 -0.08
H -1.38 0.51 -0.27
O 0.73 -1.05 -1.58
S -0.08 -0.84 -0.19
O -1.19 0.30 1.28
O 0.86 0.67 0.91
C -0.03 -1.05 -0.02
C -0.98 -0.04 0.09
O 0.60 1.26 -0.92
H -0.10 0.01 0.07
H 0.23 0.24 -0.01
H 0.15 0.52 0.05
H -0.01 -0.08 -0.07
O 1.97 -0.06 0.40
S -0.42 -0.16 -0.23
O -1.27 1.16 -0.20
O -0.47 -0.62 -0.79
C 0.73 0.43 -0.27
C -0.38 0.63 0.32
O 0.09 -0.88 0.87
H -0.08 0.12 0.00
H -0.09 -0.30 -0.03
H -0.06 -0.34 0.01
H 0.11 0.03 0.04
O 0.95 -1.39 0.97
S 0.14 0.21 -0.39
O -1.42 1.22 0.27
O 0.49 0.83 -0.46
C 0.24 -0.07 0.71
C -0.81 0.10 0.20
O 0.11 -0.88 -0.80
H -0.05 0.08 0.02
H 0.11 0.08 -0.28
H 0.16 -0.02 -0.30
H 0.01 -0.13 0.12
O 1.36 -0.60 1.01
S -0.06 -0.05 -0.05
O -0.48 1.21 -1.28
O -0.71 -0.75 -0.67
C 0.79 -0.14 -0.15
C 0.07 0.76 -0.15
O -0.58 -0.17 1.13
H -0.03 0.08 -0.09
H -0.25 -0.19 0.07
H -0.25 -0.17 0.09
H 0.13 0.00 0.04
O -0.22 -1.34 -1.10
S -0.29 0.06 -0.29
O 0.85 0.44 1.77
O 0.54 0.93 -0.31
C 0.42 -0.50 -0.26
C 0.01 -0.27 0.73
O -1.10 0.25 -0.35
H 0.06 0.02 0.07
H -0.14 0.28 -0.11
H -0.21 0.34 -0.15
H -0.04 -0.11 -0.01
O -1.82 0.03 -0.97
S 0.52 -0.42 0.28
O 1.60 -0.57 -0.29
O 0.41 1.11 0.43
C -0.26 0.12 -0.73
C 0.49 -0.65 -0.22
O -0.79 -0.20 0.88
H 0.12 -0.02 -0.02
H -0.03 0.16 0.30
H -0.10 0.16 0.29
H -0.10 -0.03 -0.07
O 1.00 -1.40 0.98
S -0.08 0.21 -0.37
O -1.32 1.16 0.25
O 0.57 0.87 -0.49
C 0.20 -0.07 0.69
C -0.76 0.05 0.17
O 0.13 -0.84 -0.77
H -0.07 0.07 0.02
H 0.15 0.07 -0.28
H 0.17 -0.02 -0.30
H 0.02 -0.11 0.09
O -0.84 -1.50 -0.81
S 0.19 -0.07 0.36
O 0.14 1.89 -0.25
O -0.12 0.28 1.08
C -0.67 -0.13 -0.36
C 0.21 0.54 -0.51
O 0.84 -0.78 0.00
H -0.01 0.10 0.02
H 0.16 -0.06 0.27
H 0.16 -0.16 0.25
H -0.05 -0.08 -0.11
O 1.54 -0.59 1.05
S -0.46 -0.19 0.04
O -0.40 1.29 -1.33
O -0.59 -0.67 -0.67
C 0.76 -0.16 -0.08
C -0.01 0.72 -0.14
O -0.40 -0.10 1.01
H 0.00 0.10 -0.12
H -0.25 -0.19 0.08
H -0.23 -0.21 0.13
H 0.10 0.01 0.06
O -0.13 2.02 0.12
S 0.14 -0.43 -0.22
O 0.20 -1.37 1.00
O -0.89 -0.62 -0.47
C -0.31 0.56 0.47
C 0.52 -0.36 0.48
O 0.57 0.39 -0.89
H 0.04 -0.07 0.06
H -0.04 -0.10 -0.32
H -0.05 -0.04 -0.33
H 0.01 0.12 0.04

Output
- SMILES = N#C[C@@H](Br)[C@@H](C#N)CCCCCN.O=S1(=O)OCCO1.O=S1(=O)OCCO1.O=S1(=O)OCCO1.O=S1(=O)OCCO1.O=S1(=O)OCCO1.O=S1(=O)OCCO1.O=S1(=O)OCCO1.O=S1(=O)OCCO1.O=S1(=O)OCCO1.O=S1(=O)OCCO1
- E_tot (Ha) = -10866.64879
- total charge = 0